15
Properties=species:S:1:pos:R:3:forces:R:3 method="wB97M-V/def2-TZVPD" spin_multiplicity=1 homo_ev=-9.31 lumo_energy_ev=0.92 de_lowest_ev=0.186 orbital_gap_ev=10.23 mol_weight_g_mol=105.11
C -0.3492 1.0424 0.0450 -1.2 0.0 0.5
C 0.3000 0.2986 1.2256 0.5 0.1 0.6
C -0.1818 -1.3499 -0.3175 0.4 -0.4 -0.7
C -0.4841 -0.0427 -1.0552 -0.6 -0.7 0.0
H 1.0183 1.7943 -1.0296 0.0 0.3 0.0
H -1.3630 1.3853 0.3755 0.8 -0.1 -0.5
H -0.4555 0.0969 2.0260 0.4 0.1 -0.5
H 1.1036 0.9262 1.6584 -0.4 -0.3 -0.2
H 1.0265 -1.6232 1.3253 0.2 -0.7 0.6
H 0.2278 -2.1375 -0.9922 -0.5 0.6 0.3
H -1.1186 -1.7201 0.1319 0.1 0.0 0.1
H -1.4444 -0.0670 -1.6133 0.6 0.2 0.5
N 0.8460 -0.9353 0.6337 -0.7 1.0 -0.4
O 0.3618 2.1559 -0.4160 0.1 -0.1 0.0
F 0.5124 0.1760 -1.9975 0.2 0.0 -0.3